Entry 1:
Computed, not measured: a 15-piece molecular cluster, C30H90O15 overall, with ωB97M-V/def2-TZVPD.

XYZ file:
```
135
Properties=species:S:1:pos:R:3:mulliken_charge:R:1
O -2.651 -3.065 2.122 -0.667
H -2.013 -2.395 2.408 0.387
H -2.447 -3.842 2.648 0.252
O 2.550 -1.293 -3.858 -0.517
H 2.321 -1.919 -3.157 0.162
H 2.322 -1.754 -4.687 0.359
O -4.364 -2.640 -0.213 -0.712
H -3.694 -2.527 0.475 0.288
H -3.900 -2.425 -1.039 0.446
O 1.574 1.312 -3.185 -0.686
H 2.112 0.522 -3.343 0.419
H 0.748 0.958 -2.843 0.180
O 1.407 -3.203 -1.800 -0.731
H 0.874 -3.792 -1.249 0.241
H 2.306 -3.301 -1.457 0.183
C -4.138 1.554 2.282 -0.369
C -4.478 1.469 3.770 -0.019
C -5.995 1.181 3.949 -1.483
O -3.852 0.250 4.225 -0.643
H -4.625 2.425 1.835 0.424
H -4.286 0.646 1.700 0.332
H -3.070 1.778 2.189 -0.267
H -4.196 2.378 4.292 0.383
H -6.339 0.329 3.360 0.385
H -6.604 2.047 3.686 0.406
H -6.184 0.917 4.991 0.359
H -4.303 -0.502 3.830 0.352
C 3.409 0.665 2.476 -0.901
C 3.413 0.332 3.961 1.793
C 4.663 -0.471 4.337 -1.654
O 3.335 1.473 4.787 -0.543
H 4.301 1.231 2.169 0.469
H 2.609 1.385 2.299 0.084
H 3.507 -0.161 1.774 0.127
H 2.528 -0.299 4.077 -0.889
H 5.553 0.154 4.236 0.446
H 4.854 -1.339 3.703 0.273
H 4.580 -0.803 5.375 0.495
H 3.926 1.374 5.536 0.383
C -0.170 1.134 3.854 -0.860
C -0.093 -0.373 4.100 1.780
C 0.065 -0.718 5.586 -1.740
O -1.329 -0.913 3.672 -0.272
H 0.763 1.691 3.966 0.332
H -0.900 1.600 4.520 0.580
H -0.519 1.299 2.834 -0.266
H 0.717 -0.834 3.537 -0.760
H -0.627 -0.209 6.258 0.390
H 1.041 -0.370 5.946 0.330
H 0.017 -1.793 5.757 0.389
H -2.109 -0.472 4.040 0.291
C -0.193 6.366 2.301 -1.455
C -0.079 4.853 2.469 0.181
C -1.160 4.113 1.690 -0.228
O 1.167 4.417 1.912 -0.518
H -1.206 6.759 2.385 0.364
H 0.126 6.653 1.296 0.372
H 0.476 6.816 3.034 0.348
H -0.105 4.535 3.510 0.394
H -0.926 3.048 1.725 -0.261
H -1.264 4.385 0.638 0.159
H -2.149 4.232 2.144 0.339
H 1.297 4.894 1.087 0.334
C 3.079 -5.188 2.846 -1.673
C 3.117 -4.322 1.573 0.539
C 2.339 -3.049 1.832 0.107
O 4.469 -4.036 1.293 -0.588
H 2.049 -5.528 2.974 0.418
H 3.460 -4.757 3.772 0.375
H 3.676 -6.095 2.707 0.450
H 2.726 -4.866 0.710 0.198
H 2.712 -2.382 2.607 -0.161
H 1.284 -3.276 2.006 0.310
H 2.372 -2.487 0.892 -0.356
H 5.058 -4.164 2.037 0.342
C -4.811 -1.883 -3.568 -1.805
C -3.333 -1.648 -3.680 1.241
C -3.017 -0.160 -3.798 -1.219
O -2.694 -2.109 -2.475 -0.505
H -5.034 -2.949 -3.479 0.417
H -5.311 -1.651 -4.513 0.461
H -5.314 -1.333 -2.775 0.367
H -2.826 -2.172 -4.495 -0.074
H -3.494 0.253 -4.694 0.617
H -1.983 0.182 -3.785 0.317
H -3.513 0.382 -2.986 0.032
H -1.763 -1.842 -2.482 0.225
C -3.875 3.516 -1.069 -0.696
C -3.369 3.637 -2.509 0.973
C -4.049 4.743 -3.323 -1.584
O -1.980 3.939 -2.496 -0.550
H -4.840 3.024 -0.936 0.438
H -3.924 4.540 -0.693 0.397
H -3.197 2.930 -0.446 -0.154
H -3.486 2.712 -3.073 -0.216
H -5.139 4.740 -3.292 0.361
H -3.674 4.687 -4.346 0.391
H -3.753 5.755 -3.025 0.396
H -1.830 4.846 -2.216 0.313
C 1.571 -4.946 -5.125 -1.099
C 1.131 -3.881 -6.092 0.347
C -0.158 -3.216 -5.572 -0.917
O 2.147 -2.881 -6.174 -0.620
H 1.639 -4.603 -4.090 -0.010
H 2.479 -5.476 -5.415 0.395
H 0.849 -5.757 -4.983 0.386
H 1.035 -4.341 -7.080 0.294
H -1.045 -3.766 -5.890 0.481
H -0.233 -2.184 -5.922 0.368
H -0.175 -3.119 -4.485 0.002
H 1.864 -2.272 -6.866 0.316
C 0.842 0.133 0.218 0.142
C -0.406 -0.479 -0.425 1.036
C -1.545 0.516 -0.506 -0.579
O -0.110 -0.963 -1.737 0.239
H 1.021 1.148 -0.143 0.461
H 1.761 -0.409 -0.011 -0.627
H 0.717 0.168 1.301 -0.352
H -0.715 -1.296 0.238 -0.013
H -1.572 1.105 0.417 -0.482
H -2.516 0.028 -0.603 0.231
H -1.481 1.278 -1.287 0.284
H 0.396 -1.792 -1.605 -0.199
C 4.674 0.481 -1.372 -0.639
C 5.056 1.264 -2.638 0.761
C 6.380 1.983 -2.497 -1.575
O 5.118 0.374 -3.738 -0.596
H 3.760 -0.116 -1.393 -0.132
H 4.512 1.161 -0.528 0.182
H 5.480 -0.190 -1.060 0.386
H 4.269 1.999 -2.838 0.159
H 6.345 2.723 -1.695 0.379
H 6.548 2.564 -3.405 0.385
H 7.209 1.309 -2.282 0.378
H 4.428 -0.296 -3.733 0.352
```

DFT total energy, eV: -63281.9556
Max |F|, eV Å⁻¹: 3.820
Lowest unoccupied orbital energy, eV: 0.022

***

Entry 2:
Computed, not measured: one molecule with the formula C4H7NO2, with ωB97M-V/def2-TZVPD.

XYZ file:
```
14
Properties=species:S:1:pos:R:3:mulliken_charge:R:1
C -0.406 -0.448 2.315 -0.732
N -0.707 -0.981 0.999 -0.535
C -0.174 -0.463 -0.027 0.524
C 0.154 -0.908 -1.361 -0.096
O 0.194 -0.056 -2.324 -0.378
C 0.107 1.369 -1.599 -0.142
O -0.478 1.164 -0.432 -0.434
H -0.709 0.607 2.403 0.269
H -0.954 -1.022 3.073 0.245
H 0.670 -0.507 2.561 0.277
H 0.452 -1.937 -1.573 0.415
H 1.111 -0.430 -0.151 0.058
H -0.449 1.998 -2.307 0.242
H 1.189 1.613 -1.577 0.287
```

DFT total energy, eV: -9841.8912
Max |F|, eV Å⁻¹: 0.671
Lowest unoccupied orbital energy, eV: 0.250